Entry 1:
Molecular formula: C61H51AsMnN3OP2S
Method: DFT, wB97M-V/def2-TZVPD

Cartesian coordinates (Å):
Mn: 0.414 0.009 0.584
S: 0.581 -0.468 3.072
C: -0.788 -1.445 3.582
C: -1.390 -1.262 4.828
C: -2.434 -2.073 5.233
C: -2.905 -3.091 4.412
C: -2.328 -3.285 3.166
C: -1.284 -2.465 2.757
As: -0.496 -2.538 1.008
C: 1.146 -3.538 1.247
C: 1.654 -3.799 2.513
C: 2.903 -4.392 2.647
C: 3.645 -4.722 1.521
C: 3.136 -4.465 0.254
C: 1.889 -3.871 0.116
C: -1.656 -3.804 0.100
C: -2.819 -3.315 -0.488
C: -3.693 -4.174 -1.138
C: -3.405 -5.532 -1.205
C: -2.249 -6.023 -0.620
C: -1.375 -5.163 0.034
H: -1.022 -0.480 5.481
H: -2.885 -1.913 6.204
H: -3.716 -3.728 4.738
H: -2.696 -4.068 2.515
H: 1.085 -3.523 3.393
H: 3.294 -4.601 3.634
H: 4.614 -5.191 1.630
H: 3.706 -4.732 -0.627
H: 1.500 -3.675 -0.877
H: -3.053 -2.255 -0.449
H: -4.596 -3.786 -1.589
H: -4.085 -6.204 -1.712
H: -2.025 -7.081 -0.666
H: -0.476 -5.559 0.490
C: -3.947 2.701 -3.439
C: -2.628 3.494 -3.388
C: -2.733 4.708 -4.316
C: -1.499 2.572 -3.816
C: -1.142 2.394 -5.148
C: -0.169 1.483 -5.529
C: 0.471 0.730 -4.566
C: 0.153 0.884 -3.218
P: 1.043 -0.119 -1.994
C: 2.775 0.389 -2.204
C: 3.801 -0.403 -1.690
C: 5.114 0.034 -1.735
C: 5.416 1.271 -2.291
C: 4.402 2.063 -2.806
C: 3.086 1.625 -2.764
C: 0.898 -1.771 -2.740
C: -0.348 -2.382 -2.628
C: -0.573 -3.634 -3.175
C: 0.454 -4.292 -3.836
C: 1.693 -3.680 -3.972
C: 1.914 -2.419 -3.435
C: -0.836 1.798 -2.867
O: -1.154 1.886 -1.534
C: -1.707 3.066 -1.080
C: -1.574 3.332 0.278
C: -2.120 4.514 0.772
C: -2.770 5.397 -0.067
C: -2.904 5.089 -1.413
C: -2.383 3.917 -1.949
P: -0.836 2.107 1.412
C: 0.196 3.157 2.481
C: 0.426 2.859 3.820
C: 1.311 3.626 4.562
C: 1.983 4.687 3.975
C: 1.769 4.983 2.636
C: 0.882 4.221 1.894
C: -2.285 1.577 2.368
C: -2.769 2.295 3.460
C: -3.928 1.892 4.103
C: -4.626 0.780 3.650
C: -4.165 0.076 2.549
C: -2.998 0.475 1.918
H: -4.143 2.358 -4.456
H: -4.777 3.329 -3.115
H: -3.904 1.829 -2.785
H: -2.946 4.401 -5.337
H: -1.815 5.296 -4.313
H: -3.559 5.352 -4.021
H: -1.641 2.970 -5.913
H: 0.081 1.360 -6.573
H: 1.230 0.014 -4.857
H: 3.579 -1.364 -1.238
H: 5.900 -0.588 -1.327
H: 6.441 1.613 -2.323
H: 4.633 3.023 -3.246
H: 2.304 2.249 -3.179
H: -1.157 -1.879 -2.109
H: -1.546 -4.096 -3.068
H: 0.287 -5.275 -4.254
H: 2.491 -4.181 -4.503
H: 2.881 -1.951 -3.560
H: -2.026 4.747 1.825
H: -3.186 6.314 0.323
H: -3.438 5.777 -2.051
H: -0.066 2.013 4.279
H: 1.479 3.387 5.604
H: 2.672 5.282 4.559
H: 2.286 5.811 2.170
H: 0.713 4.472 0.852
H: -2.242 3.170 3.818
H: -4.291 2.452 4.954
H: -5.528 0.464 4.157
H: -4.699 -0.796 2.195
H: -2.647 -0.084 1.053
N: 5.417 -1.578 2.105
C: 4.677 -0.493 1.750
C: 3.323 -0.644 1.392
N: 2.612 0.388 0.981
C: 3.207 1.588 0.924
C: 4.528 1.720 1.297
N: 5.269 0.694 1.709
H: 4.940 -2.423 2.371
H: 6.308 -1.393 2.533
H: 2.836 -1.611 1.460
H: 2.622 2.431 0.585
H: 5.009 2.688 1.264

Net charge: +1
Spin multiplicity: 6
Kohn-Sham gap (alpha / beta) in eV: 7.54 / 7.29
Largest force on an atom in eV/A: 0.529
<S²>: 8.758
E_HOMO (alpha / beta) in eV: -9.37 / -9.53
Energy above the lowest of the compared OMol25 structures with the same formula, charge and spin in kcal per mole: 0.0



Entry 2:
Molecular formula: C6H6IN2
Method: DFT, wB97M-V/def2-TZVPD

Cartesian coordinates (Å):
C: 1.865 -0.293 -0.338
C: 1.059 -0.027 -1.404
C: -0.110 -0.093 0.965
C: -0.938 0.359 -0.144
C: 0.351 0.194 -2.678
C: -0.739 -0.308 2.294
N: 1.223 -0.328 0.828
N: -0.280 0.298 -1.373
I: -2.732 1.340 0.242
H: 2.883 -0.579 -0.351
H: 0.370 1.085 -3.156
H: -0.130 -0.645 -3.123
H: -0.892 0.625 2.835
H: -1.724 -0.705 2.338
H: -0.206 -0.923 3.065

SMILES: Cc1ncc2[n+](c1I)C2
Net charge: +1
Kohn-Sham gap in eV: 8.47
Largest force on an atom in eV/A: 6.028
E_HOMO in eV: -13.82
Energy above the lowest of the compared OMol25 structures with the same formula, charge and spin in kcal per mole: 26.4



Entry 3:
Molecular formula: C3H5N2O4
Method: DFT, wB97M-V/def2-TZVPD

Cartesian coordinates (Å):
C: 1.600 1.067 0.115
C: 0.069 -1.229 -0.232
C: -0.587 -0.069 -0.022
N: -1.370 0.628 -1.031
N: -1.057 0.467 1.226
O: 1.569 1.532 1.224
O: 0.080 -1.794 -1.398
O: 1.980 0.808 -0.965
O: 0.670 -1.847 0.814
H: -1.974 -0.021 -1.482
H: -0.770 1.037 -1.826
H: -1.017 1.442 1.126
H: 1.302 -2.259 0.351
H: -0.495 0.238 2.099

Net charge: -1
Kohn-Sham gap in eV: 5.92
Largest force on an atom in eV/A: 5.623
E_HOMO in eV: -2.20
Energy above the lowest of the compared OMol25 structures with the same formula, charge and spin in kcal per mole: 24.6



Entry 4:
Molecular formula: C14H34CdN4O6
Method: DFT, wB97M-V/def2-TZVPD

Cartesian coordinates (Å):
Cd: -0.069 0.960 0.171
C: -0.005 3.657 -1.887
O: -0.216 2.670 -0.973
H: 0.119 3.180 -2.859
H: -0.715 4.485 -1.861
H: 0.969 4.127 -1.753
C: 0.577 2.018 3.393
O: 0.148 1.853 2.046
H: 1.020 1.127 3.837
H: 1.363 2.773 3.430
H: -0.092 2.273 4.215
C: -3.870 1.194 -1.371
C: -3.324 0.860 0.033
O: -2.136 0.716 0.238
N: -4.346 0.700 0.932
C: -4.195 0.478 2.331
H: -4.902 1.539 -1.295
H: -3.951 0.357 -2.065
H: -3.404 2.120 -1.707
H: -5.315 0.820 0.674
H: -3.254 0.023 2.637
H: -4.909 -0.301 2.600
H: -4.432 1.330 2.968
C: -1.170 -2.792 1.662
C: 0.115 -2.069 1.339
O: 0.116 -1.031 0.732
N: 1.224 -2.596 1.877
C: 2.545 -2.021 1.923
H: -1.203 -3.854 1.417
H: -1.832 -2.150 1.081
H: -1.475 -2.617 2.693
H: 1.040 -3.426 2.423
H: 3.216 -2.277 1.103
H: 3.082 -2.542 2.716
H: 2.464 -0.945 2.081
C: 4.061 -0.137 -1.639
C: 3.358 0.634 -0.549
O: 2.106 0.530 -0.411
N: 4.162 1.462 0.135
C: 3.723 2.386 1.251
H: 3.823 0.287 -2.615
H: 3.637 -1.141 -1.628
H: 5.143 -0.086 -1.520
H: 5.119 1.684 -0.098
H: 3.779 1.970 2.257
H: 2.701 2.726 1.085
H: 4.323 3.279 1.429
C: 1.002 -2.132 -2.211
C: -0.316 -1.582 -2.407
O: -0.596 -0.484 -1.913
N: -1.166 -2.255 -3.132
C: -2.622 -2.029 -3.280
H: 1.320 -2.910 -2.904
H: 1.239 -2.466 -1.200
H: 1.763 -1.377 -2.412
H: -0.818 -3.200 -3.209
H: -2.937 -2.170 -2.246
H: -3.211 -2.633 -3.970
H: -2.775 -0.997 -3.593

Kohn-Sham gap in eV: 6.14
Largest force on an atom in eV/A: 4.484
E_HOMO in eV: -5.81
Energy above the lowest of the compared OMol25 structures with the same formula, charge and spin in kcal per mole: 52.5



Entry 5:
Molecular formula: C6H5Br3N2O2S
Method: DFT, wB97M-V/def2-TZVPD

Cartesian coordinates (Å):
C: -1.213 -0.820 1.148
C: -0.586 0.123 -1.002
C: -0.945 -2.071 0.503
C: -0.584 -1.131 -1.525
C: -0.904 0.326 0.414
C: 2.337 -2.332 -0.309
N: -0.776 -2.222 -0.804
N: -0.824 1.682 0.887
O: 1.458 1.612 -0.282
O: 0.946 3.269 1.570
S: 0.535 2.469 0.428
Br: 2.289 -1.207 1.134
Br: -0.195 3.921 -1.089
Br: 3.123 -1.534 -1.804
H: -1.685 -1.040 2.082
H: -0.265 0.935 -1.695
H: -0.853 -2.855 1.249
H: -0.579 -1.135 -2.582
H: -1.279 2.007 1.677

Kohn-Sham gap in eV: 7.98
Largest force on an atom in eV/A: 3.644
E_HOMO in eV: -8.98
Energy above the lowest of the compared OMol25 structures with the same formula, charge and spin in kcal per mole: 54.9



Entry 6:
Molecular formula: H2N3O2S
Method: DFT, wB97M-V/def2-TZVPD

Cartesian coordinates (Å):
N: -1.230 0.858 1.182
N: -0.410 1.198 2.028
N: 0.083 2.175 2.561
O: -0.055 -0.555 -1.020
O: 1.005 2.271 3.430
S: -2.809 0.599 1.467
H: -0.332 0.209 -0.635
H: -0.880 -1.033 -1.238

Net charge: -1
Kohn-Sham gap in eV: 7.30
Largest force on an atom in eV/A: 4.997
E_HOMO in eV: -3.61
Energy above the lowest of the compared OMol25 structures with the same formula, charge and spin in kcal per mole: 35.3



Entry 7:
Molecular formula: C5H8O2S
Method: DFT, wB97M-V/def2-TZVPD

Cartesian coordinates (Å):
C: -1.969 -0.160 -0.123
C: -1.320 0.244 1.254
C: 0.053 0.707 0.817
C: 0.530 -0.251 -0.184
C: 1.494 0.268 -1.243
O: -3.154 -0.221 -0.308
O: -1.091 -0.569 -0.976
S: 1.043 -1.863 0.473
H: -2.062 0.999 1.641
H: -1.212 -0.629 1.744
H: 0.024 1.734 0.218
H: 0.696 0.711 1.598
H: 1.140 -0.184 -2.131
H: 2.488 0.062 -0.996
H: 1.364 1.352 -1.303
H: 1.976 -2.199 -0.481

Kohn-Sham gap in eV: 9.88
Largest force on an atom in eV/A: 5.429
E_HOMO in eV: -9.54
Energy above the lowest of the compared OMol25 structures with the same formula, charge and spin in kcal per mole: 31.3



Entry 8:
Molecular formula: C27H35FN4P2Re
Method: DFT, wB97M-V/def2-TZVPD

Cartesian coordinates (Å):
Re: 0.082 -0.874 0.891
C: -1.334 0.439 4.298
C: -2.218 1.068 3.516
C: -1.968 2.279 2.667
C: -0.635 2.511 1.913
C: 0.236 1.403 1.291
C: 1.183 0.778 2.145
C: 1.232 1.064 3.617
C: 0.062 0.860 4.668
C: 1.537 -1.733 2.176
H: -1.559 -0.628 4.507
H: -3.054 0.467 3.136
H: -2.157 3.196 3.243
H: -2.761 2.208 1.907
H: -0.913 3.169 1.082
H: 0.049 3.065 2.573
H: 0.613 1.788 0.329
H: 2.191 0.723 1.730
H: 1.475 2.122 3.728
H: 2.089 0.532 4.045
H: 0.431 0.073 5.373
H: 0.054 1.801 5.280
H: 1.801 -1.197 3.095
H: 2.476 -2.004 1.681
H: 0.971 -2.630 2.445
P: 1.516 -0.746 -0.721
P: -1.610 -0.213 -0.495
N: 2.989 0.243 -0.833
N: 2.307 -2.257 -1.326
N: -1.805 1.419 -1.541
N: -3.314 -0.828 -0.741
C: 0.554 -0.358 -2.229
C: -0.810 -1.040 -1.978
C: 4.039 0.146 0.095
C: 5.112 0.877 -0.413
C: 4.712 1.419 -1.649
C: 3.398 1.028 -1.901
C: 2.277 -3.454 -0.629
C: 2.669 -4.477 -1.487
C: 2.892 -3.916 -2.778
C: 2.665 -2.540 -2.652
C: -2.265 2.616 -1.001
C: -2.420 3.554 -2.022
C: -2.001 2.934 -3.218
C: -1.628 1.643 -2.896
C: -4.380 -0.117 -1.303
C: -5.340 -0.979 -1.820
C: -4.883 -2.310 -1.529
C: -3.658 -2.180 -0.870
H: 0.951 -0.686 -3.193
H: 0.479 0.738 -2.251
H: -1.495 -1.055 -2.825
H: -0.698 -2.069 -1.591
H: 3.897 -0.388 1.035
H: 6.055 0.978 0.083
H: 5.292 2.002 -2.312
H: 2.719 1.228 -2.714
H: 1.908 -3.470 0.398
H: 2.785 -5.502 -1.174
H: 3.167 -4.423 -3.683
H: 2.670 -1.755 -3.402
H: -2.416 2.688 0.074
H: -2.810 4.566 -1.871
H: -1.987 3.383 -4.223
H: -1.164 0.875 -3.500
H: -4.381 0.959 -1.275
H: -6.254 -0.702 -2.331
H: -5.373 -3.243 -1.794
H: -3.000 -2.951 -0.478
F: -1.245 -2.121 1.632

Net charge: +2
Spin multiplicity: 4
Kohn-Sham gap (alpha / beta) in eV: 7.69 / 4.19
Largest force on an atom in eV/A: 7.149
<S²>: 3.780
E_HOMO (alpha / beta) in eV: -13.58 / -13.56
Energy above the lowest of the compared OMol25 structures with the same formula, charge and spin in kcal per mole: 16.2



Entry 9:
Molecular formula: C20H25N6O
Method: DFT, wB97M-V/def2-TZVPD

Cartesian coordinates (Å):
N: 4.583 -2.267 2.919
C: 4.008 -1.281 2.814
O: 3.336 -0.075 2.589
N: 3.224 -0.019 1.206
C: 4.305 0.531 0.528
N: 5.411 1.020 1.308
C: 4.284 0.587 -0.935
C: 3.116 0.047 -1.662
C: 1.987 -0.489 -0.835
C: 2.056 -0.521 0.632
C: 0.919 -1.110 1.535
C: -0.459 -0.459 1.037
N: -0.177 0.984 0.807
N: -1.502 -0.499 2.117
N: -1.028 -1.160 -0.136
H: 5.887 1.676 0.671
H: 5.061 1.630 2.065
H: 5.183 1.006 -1.462
H: 3.040 0.026 -2.775
H: 1.099 -0.862 -1.408
H: 0.932 -2.231 1.478
H: 1.019 -0.824 2.617
H: -0.510 1.456 1.654
H: -0.688 1.357 0.005
H: -2.312 -0.022 1.697
H: -1.751 -1.493 2.205
H: -1.963 -1.521 0.047
H: -1.007 -0.580 -0.975
C: 1.210 3.939 -5.380
C: 2.391 3.860 -4.651
C: 2.381 3.336 -3.364
C: 1.190 2.881 -2.809
C: 0.009 2.957 -3.539
C: 0.019 3.489 -4.823
H: 1.218 4.351 -6.382
H: 3.321 4.209 -5.087
H: 3.302 3.281 -2.793
H: 1.182 2.467 -1.806
H: -0.919 2.601 -3.107
H: -0.902 3.553 -5.390
C: -5.226 -2.410 3.715
C: -6.341 -2.319 2.890
C: -6.318 -2.890 1.623
C: -5.183 -3.562 1.183
C: -4.069 -3.657 2.010
C: -4.089 -3.077 3.274
H: -5.243 -1.961 4.701
H: -7.229 -1.801 3.235
H: -7.186 -2.813 0.978
H: -5.168 -4.012 0.197
H: -3.184 -4.183 1.668
H: -3.218 -3.146 3.916

Net charge: +1
Kohn-Sham gap in eV: 7.08
Largest force on an atom in eV/A: 3.769
E_HOMO in eV: -11.39



Entry 10:
Molecular formula: C26H72N4O13
Method: DFT, wB97M-V/def2-TZVPD

Cartesian coordinates (Å):
C: -9.151 0.785 7.334
O: -9.028 1.927 8.155
C: -9.679 1.787 9.403
C: -10.033 3.045 10.184
N: -10.886 3.979 9.415
C: -11.286 5.063 10.221
C: -11.772 6.138 9.240
O: -10.823 6.588 8.301
C: -11.385 7.539 7.396
H: -8.722 -0.128 7.749
H: -8.446 0.931 6.516
H: -10.155 0.631 6.938
H: -9.105 1.073 9.994
H: -10.627 1.311 9.152
H: -9.063 3.521 10.326
H: -10.446 2.785 11.159
H: -10.341 4.365 8.658
H: -10.488 5.483 10.833
H: -12.185 4.955 10.828
H: -12.003 7.044 9.801
H: -12.648 5.762 8.713
H: -12.272 7.094 6.944
H: -10.741 7.817 6.562
H: -11.701 8.458 7.889
C: 2.748 -7.142 0.102
O: 1.351 -7.388 -0.035
C: 1.075 -8.604 -0.820
C: 1.470 -8.269 -2.280
N: 1.104 -9.423 -3.149
C: 1.578 -9.246 -4.554
C: 1.497 -10.505 -5.433
O: 2.640 -11.279 -5.088
C: 2.745 -12.494 -5.777
H: 2.867 -6.159 0.556
H: 3.322 -7.064 -0.822
H: 3.284 -7.898 0.676
H: 0.030 -8.899 -0.729
H: 1.654 -9.389 -0.333
H: 2.538 -8.105 -2.424
H: 0.972 -7.371 -2.646
H: 1.559 -10.291 -2.905
H: 2.613 -8.915 -4.464
H: 1.093 -8.458 -5.130
H: 1.526 -10.215 -6.483
H: 0.579 -11.076 -5.293
H: 1.950 -13.237 -5.704
H: 3.573 -13.036 -5.320
H: 2.885 -12.304 -6.841
C: 0.103 1.311 -5.056
O: 0.540 1.692 -6.334
C: 1.480 2.757 -6.301
C: 1.202 3.646 -7.521
N: 2.297 4.605 -7.681
C: 1.989 5.461 -8.832
C: 3.251 6.042 -9.571
O: 4.086 4.965 -10.028
C: 5.290 5.584 -10.492
H: 0.863 0.976 -4.351
H: -0.462 0.381 -5.126
H: -0.471 2.116 -4.598
H: 2.500 2.377 -6.231
H: 1.226 3.288 -5.384
H: 0.338 4.290 -7.357
H: 1.241 3.078 -8.450
H: 3.102 4.007 -7.804
H: 1.506 6.316 -8.358
H: 1.279 5.009 -9.524
H: 3.772 6.654 -8.836
H: 2.993 6.728 -10.378
H: 5.743 6.271 -9.777
H: 5.187 6.047 -11.474
H: 6.037 4.792 -10.437
C: 12.213 5.562 -4.826
O: 10.978 5.436 -4.155
C: 9.893 5.028 -5.018
C: 8.588 5.118 -4.288
N: 8.497 4.251 -3.143
C: 7.179 4.367 -2.608
C: 6.918 3.353 -1.523
O: 5.543 3.507 -1.101
C: 5.175 2.615 -0.045
H: 12.850 6.220 -4.235
H: 12.039 6.004 -5.807
H: 12.747 4.635 -5.030
H: 10.093 4.005 -5.334
H: 9.705 5.717 -5.841
H: 7.670 4.996 -4.863
H: 8.554 6.175 -4.027
H: 9.050 4.812 -2.511
H: 6.336 4.219 -3.282
H: 6.934 5.346 -2.195
H: 7.611 3.597 -0.718
H: 6.993 2.333 -1.901
H: 5.967 2.239 0.602
H: 4.836 1.699 -0.530
H: 4.390 2.983 0.617
C: -1.628 -5.383 9.050
C: -0.994 -4.100 9.632
O: -0.856 -4.252 11.063
O: -0.867 -6.545 9.464
H: -1.548 -5.313 7.965
H: -2.683 -5.431 9.319
H: -1.659 -3.251 9.477
H: 0.044 -3.937 9.343
H: -0.446 -5.091 11.287
H: -1.139 -6.989 10.271
O: -2.251 -2.913 2.807
H: -1.464 -3.423 2.614
H: -2.939 -3.327 2.286
O: -6.358 -5.109 1.187
H: -6.197 -6.050 1.117
H: -7.251 -5.044 1.527
O: -3.529 1.094 5.558
H: -3.346 0.360 4.971
H: -4.403 0.912 5.905

SMILES: COCCNCCOC.COCCNCCOC.COCCNCCOC.COCCNCCOC.OCCO.O.O.O
Kohn-Sham gap in eV: 9.41
Largest force on an atom in eV/A: 2.803
E_HOMO in eV: -8.81
Energy above the lowest of the compared OMol25 structures with the same formula, charge and spin in kcal per mole: 68.4



| no. | molar mass (g/mol) | calculated total energy (eV) |
| --- | --- | --- |
| 1 | 1066.0 | -192173.2323 |
| 2 | 233.0 | -17389.3795 |
| 3 | 133.1 | -14362.7911 |
| 4 | 466.9 | -37876.4314 |
| 5 | 408.9 | -234335.9591 |
| 6 | 108.1 | -19429.7710 |
| 7 | 132.2 | -20243.5719 |
| 8 | 682.8 | -57929.5594 |
| 9 | 365.5 | -32123.0569 |
| 10 | 648.9 | -60698.1710 |